Record 1
Entry from the Open Molecules 2025 dataset: the molecule C3H6N2O2 in a non-equilibrium geometry (wB97M-V/def2-TZVPD).

Geometry as XYZ:
```
13
Properties=species:S:1:pos:R:3:forces:R:3
C -0.015 1.428 -0.250 1.31 2.04 1.56
C 1.333 0.891 -0.827 -0.99 -0.77 0.98
C 0.173 -0.759 0.091 -3.48 -1.81 0.84
H -2.227 -0.530 0.765 -0.34 -1.22 -0.18
H -0.399 2.171 -0.947 -0.25 0.19 0.34
H 0.105 1.854 0.841 -0.05 -0.39 -2.00
H 1.326 0.917 -1.918 0.16 -0.25 0.14
H 2.224 1.299 -0.393 0.27 0.74 -0.11
H 0.578 -2.519 0.790 -0.48 0.74 -0.47
N -0.803 0.261 -0.172 0.99 -1.73 -0.64
N -0.179 -1.847 0.588 -0.53 -1.53 1.29
O -1.807 0.315 0.803 0.65 1.61 0.18
O 1.346 -0.498 -0.320 2.74 2.40 -1.94
```
Forces are in eV/Å.

Results
ΔE to the lowest compared entry with this formula, charge and spin: 3.7052 eV
SMILES: [H]/N=C1\OCCN1O
HOMO-LUMO gap: 9.95 eV
DFT total energy: -10281.0923 eV
Maximum force: 4.1 eV/Å
2S+1: 1

Record 2
Entry from the Open Molecules 2025 dataset: the molecule C3H6N2O2S in a non-equilibrium geometry (wB97M-V/def2-TZVPD).

Geometry as XYZ:
```
14
Properties=species:S:1:pos:R:3:forces:R:3
C 0.921 -0.393 0.553 1.37 0.72 -1.26
C -0.473 -0.514 0.931 -5.40 -2.13 0.19
C -1.617 0.357 0.304 0.27 -0.40 2.79
H -0.477 -0.622 -1.912 2.50 -1.31 2.01
H 2.130 -0.813 -1.102 -0.34 0.28 0.55
H -1.017 -1.521 0.580 2.05 1.33 0.79
H -0.665 -0.513 2.012 0.62 0.29 -0.33
H -2.516 0.803 0.894 2.09 -0.73 -0.04
H -2.324 1.970 -1.867 -1.38 -0.51 1.37
N 1.201 -0.647 -0.718 -1.39 -0.40 -1.62
N -1.763 0.599 -0.911 4.55 -2.87 0.23
O 0.214 -1.280 -1.423 -2.33 0.32 -2.78
O -2.649 1.509 -1.034 -3.44 4.83 -4.01
S 2.206 0.156 1.358 0.83 0.56 2.11
```
Forces are in eV/Å.

Results
ΔE to the lowest compared entry with this formula, charge and spin: 6.3211 eV
SMILES: O/N=C/CC(=S)NO
HOMO-LUMO gap: 8.97 eV
DFT total energy: -21113.5284 eV
Maximum force: 7.2 eV/Å
2S+1: 1

Record 3
Entry from the Open Molecules 2025 dataset: the molecule C3H6N2O3 in a non-equilibrium geometry (wB97M-V/def2-TZVPD).

Geometry as XYZ:
```
14
Properties=species:S:1:pos:R:3:forces:R:3
C -0.915 0.620 0.018 1.00 -2.38 0.96
C 0.459 0.915 0.534 1.80 2.13 1.57
C 2.280 -0.282 -0.434 3.65 0.89 -0.76
H -2.258 -1.552 -1.041 -0.63 -0.50 0.58
H -0.254 -1.271 0.689 -1.69 0.45 -1.43
H -2.626 0.790 -0.580 1.00 1.75 1.04
H 0.682 1.998 0.839 -1.13 -1.49 -0.38
H 0.645 0.273 1.460 0.10 0.78 -1.40
H 3.387 -0.180 -0.919 -2.81 0.29 0.31
N -0.902 -0.855 -0.054 -0.43 1.01 0.89
N -1.839 1.449 -0.204 -1.24 -2.28 -1.37
O -2.231 -1.454 -0.071 1.79 0.88 -0.96
O 1.514 0.765 -0.471 -0.84 1.49 -0.59
O 2.058 -1.216 0.234 -0.57 -3.02 1.55
```
Forces are in eV/Å.

Results
ΔE to the lowest compared entry with this formula, charge and spin: 4.3804 eV
SMILES: [H]/N=C(/COC=O)NO
HOMO-LUMO gap: 10.60 eV
DFT total energy: -12327.8476 eV
Maximum force: 3.8 eV/Å
2S+1: 1

Record 4
Entry from the Open Molecules 2025 dataset: the molecule C3H6N2O3 in a non-equilibrium geometry (wB97M-V/def2-TZVPD).

Geometry as XYZ:
```
14
Properties=species:S:1:pos:R:3:forces:R:3
C -0.069 1.124 1.184 -2.64 1.66 -1.44
C 0.946 0.056 1.030 0.65 -0.84 -0.40
C -1.037 -1.203 -0.949 -0.77 -0.74 -0.31
H -0.321 2.143 -1.608 -0.56 0.77 -0.73
H -0.576 1.423 2.095 0.27 -0.56 0.29
H 1.545 -0.134 1.902 -0.12 0.23 0.67
H 1.619 0.449 0.287 0.41 -0.40 -0.65
H 0.691 -2.292 -1.072 0.03 0.82 0.75
H -1.165 -1.240 -2.055 -0.05 -0.10 0.32
N -0.565 1.861 0.216 2.01 -1.41 1.43
N 0.252 -1.492 -0.587 -0.39 0.14 -2.56
O 0.102 1.582 -0.982 0.10 -0.73 0.63
O 0.502 -1.312 0.705 0.91 0.69 2.44
O -1.923 -0.964 -0.167 0.16 0.49 -0.44
```
Forces are in eV/Å.

Results
ΔE to the lowest compared entry with this formula, charge and spin: 5.5671 eV
SMILES: O=CNOC/C=N\O
HOMO-LUMO gap: 10.29 eV
DFT total energy: -12326.6609 eV
Maximum force: 3.4 eV/Å
2S+1: 1

Record 5
Entry from the Open Molecules 2025 dataset: a structure of composition C3H6N2O4 in a non-equilibrium geometry (wB97M-V/def2-TZVPD).

Geometry as XYZ:
```
15
Properties=species:S:1:pos:R:3:forces:R:3
C 1.218 0.620 -0.276 4.79 -3.25 0.50
C 0.152 1.311 -0.155 -6.44 1.14 1.69
C -1.142 0.515 0.177 1.09 2.53 -2.84
H 3.032 -1.385 -0.053 -3.81 -1.38 4.31
H 0.079 -1.178 -0.262 2.96 -0.19 1.19
H 2.912 0.016 0.050 -0.78 4.93 -0.70
H -0.169 2.370 0.004 1.46 -0.87 -0.48
H -1.015 -0.902 -1.510 -1.77 0.77 2.19
H -2.998 -0.099 -0.048 -1.37 2.50 0.47
N 1.150 -0.864 -0.356 -0.05 0.91 0.96
N -1.347 -0.791 -0.465 -1.79 1.44 0.66
O 2.082 -1.432 0.828 2.74 1.66 -6.69
O 2.520 1.072 -0.244 -0.29 -5.00 0.85
O -2.096 1.106 0.667 1.42 -0.66 0.10
O -2.735 -0.984 -0.115 1.84 -4.51 -2.20
```
Forces are in eV/Å.

Results
ΔE to the lowest compared entry with this formula, charge and spin: 10.0857 eV
HOMO-LUMO gap: 9.23 eV
DFT total energy: -14369.9398 eV
Maximum force: 7.4 eV/Å
2S+1: 1

Record 6
Entry from the Open Molecules 2025 dataset: the molecule C3H6N2O5 in a non-equilibrium geometry (wB97M-V/def2-TZVPD).

Geometry as XYZ:
```
16
Properties=species:S:1:pos:R:3:forces:R:3
N -1.540 0.622 1.555 0.20 -0.48 -1.58
C -2.236 0.053 0.338 -1.54 1.90 0.60
O -1.727 -1.247 -0.124 3.61 1.44 -0.97
C -0.267 -1.246 -0.306 4.00 -3.29 5.82
O 0.472 -1.882 0.640 -5.09 4.27 -6.42
O 0.481 -0.621 -1.411 -2.05 0.70 2.75
C 1.146 0.627 -1.000 -1.14 1.61 -0.09
O 2.613 0.532 -0.870 -2.04 0.95 -0.22
N 3.022 -0.732 -0.659 4.08 -1.24 3.23
O 4.041 -0.735 0.056 -3.72 0.16 -3.07
H -1.040 -0.100 2.117 -0.57 0.89 -0.78
H -0.947 1.452 1.338 -0.60 -1.35 0.29
H -3.378 -0.107 0.648 2.65 -0.28 -0.90
H -2.274 0.866 -0.533 0.41 -1.78 1.81
H 0.880 1.453 -1.819 0.99 -2.07 1.59
H 0.754 1.065 0.031 0.81 -1.42 -2.05
```
Forces are in eV/Å.

Results
ΔE to the lowest compared entry with this formula, charge and spin: 3.6717 eV
SMILES: NCOC(=O)OCON=O
HOMO-LUMO gap: 10.27 eV
DFT total energy: -16419.1606 eV
Maximum force: 9.2 eV/Å
2S+1: 1

Record 7
Entry from the Open Molecules 2025 dataset: a structure of composition C3H6N2OS in a non-equilibrium geometry (wB97M-V/def2-TZVPD).

Geometry as XYZ:
```
13
Properties=species:S:1:pos:R:3:forces:R:3
C 0.536 -0.976 0.440 -1.71 -2.33 -0.20
C 0.796 0.261 1.197 1.88 1.08 0.58
C -0.774 -0.592 -0.294 -1.66 -3.44 -0.94
H 1.160 -1.683 -1.139 -1.35 -2.22 -3.04
H 0.453 -1.987 1.046 -0.24 2.21 -0.86
H 1.874 0.221 1.173 0.60 0.98 0.50
H 0.438 0.470 2.205 -0.20 -0.84 -0.12
H -1.908 0.834 -0.705 -0.04 1.07 0.33
H -2.150 -0.928 -1.553 -1.23 0.51 -0.57
N -1.270 0.648 0.063 -0.07 -0.39 -0.54
N -1.396 -1.386 -1.109 2.72 0.01 1.53
O 1.585 -1.177 -0.523 0.74 2.24 3.10
S 0.173 1.593 0.151 0.55 1.11 0.22
```
Forces are in eV/Å.

Results
ΔE to the lowest compared entry with this formula, charge and spin: 2.7101 eV
HOMO-LUMO gap: 9.25 eV
DFT total energy: -19069.4566 eV
Maximum force: 4.0 eV/Å
2S+1: 1

Record 8
Entry from the Open Molecules 2025 dataset: the molecule C3H6N2OS in a non-equilibrium geometry (wB97M-V/def2-TZVPD).

Geometry as XYZ:
```
13
Properties=species:S:1:pos:R:3:forces:R:3
C 1.210 -0.528 0.119 0.34 -1.48 -1.02
C -0.107 -1.287 0.002 -0.51 -2.21 1.83
C -2.511 -0.036 0.000 -1.39 3.17 1.46
N 0.787 0.694 0.159 -2.06 1.71 0.31
N 1.527 1.820 -0.029 1.94 0.32 -1.66
O 2.341 -0.938 0.013 0.98 -0.78 0.01
S -1.100 0.086 0.714 1.63 -0.54 0.36
H -0.353 -1.529 -1.037 -0.12 0.52 0.09
H -0.236 -2.290 0.574 0.38 1.89 -0.65
H -3.221 0.844 0.272 1.01 -2.04 -0.67
H -2.568 -0.604 -0.857 -0.72 -0.92 -1.91
H 2.306 1.648 -0.786 -1.82 0.36 2.14
H 1.925 2.120 0.857 0.34 -0.02 -0.29
```
Forces are in eV/Å.

Results
ΔE to the lowest compared entry with this formula, charge and spin: 4.9215 eV
HOMO-LUMO gap (spin up / spin down): 8.37 / 8.37 eV
DFT total energy: -19067.2452 eV
Maximum force: 3.8 eV/Å
2S+1: 1

Record 9
Entry from the Open Molecules 2025 dataset: the molecule C3H6N2OS in a non-equilibrium geometry (wB97M-V/def2-TZVPD).

Geometry as XYZ:
```
13
Properties=species:S:1:pos:R:3:forces:R:3
C 0.783 0.565 1.316 0.02 -0.13 0.15
C 0.823 0.990 -0.111 0.66 0.75 0.48
C -0.621 -0.867 -1.112 -1.23 -1.05 -0.61
H 0.056 1.130 1.877 -0.48 0.42 0.05
H 1.721 0.737 1.814 0.39 0.13 -0.11
H 0.509 -0.463 1.424 -0.03 -0.72 0.05
H 0.257 0.682 -1.947 -0.15 0.17 -0.24
H -1.566 -0.540 0.616 -0.13 -0.50 0.12
H -1.837 -2.073 -0.130 -0.25 -0.08 0.20
N 0.002 0.388 -1.015 0.44 -0.24 -1.29
N -1.211 -1.312 0.064 0.54 0.60 -0.74
O -0.733 -1.451 -2.192 0.61 1.10 1.83
S 1.817 2.215 -0.604 -0.39 -0.43 0.11
```
Forces are in eV/Å.

Results
ΔE to the lowest compared entry with this formula, charge and spin: 0.4089 eV
SMILES: CC(=S)NC(N)=O
HOMO-LUMO gap: 8.90 eV
DFT total energy: -19071.7578 eV
Maximum force: 2.2 eV/Å
2S+1: 1

Record 10
Entry from the Open Molecules 2025 dataset: a structure of composition C3H6N2OS in a non-equilibrium geometry (wB97M-V/def2-TZVPD).

Geometry as XYZ:
```
13
Properties=species:S:1:pos:R:3:forces:R:3
C 2.617 0.041 0.080 1.13 0.29 -0.94
C 1.052 0.112 -0.171 0.54 -1.67 2.12
C -2.269 -0.604 -0.117 2.80 2.09 0.20
H 2.813 0.412 1.322 -0.32 -1.17 -4.17
H 2.990 0.839 -0.799 -0.30 -2.05 2.83
H 3.170 -1.214 -0.245 -2.01 4.25 1.35
H -3.252 -0.849 -0.469 -0.43 -0.72 -0.05
H -1.350 1.187 0.280 0.84 0.25 0.01
H -3.013 1.220 0.243 -1.88 1.22 -0.19
N -1.277 -1.397 -0.321 -0.28 -1.34 0.38
N -2.210 0.702 0.360 0.26 -2.73 0.24
O 0.343 1.085 -0.305 1.65 -0.27 -0.64
S 0.385 -1.534 0.143 -2.01 1.84 -1.14
```
Forces are in eV/Å.

Results
ΔE to the lowest compared entry with this formula, charge and spin: 3.9212 eV
HOMO-LUMO gap: 9.24 eV
DFT total energy: -19068.2454 eV
Maximum force: 4.9 eV/Å
2S+1: 1

Record 11
Entry from the Open Molecules 2025 dataset: a cluster of 2 separate species, C3H6N2OS in total in a non-equilibrium geometry (wB97M-V/def2-TZVPD).

Geometry as XYZ:
```
13
Properties=species:S:1:pos:R:3:forces:R:3
C 0.463 0.468 -3.037 0.61 -0.43 1.41
C 0.575 -0.538 0.801 -2.06 -0.83 2.37
C -0.996 1.095 -0.674 1.04 0.80 1.39
N -0.026 -0.153 -3.858 -1.60 -1.19 -2.52
N 1.084 0.875 -1.970 0.47 1.93 0.40
O -0.128 2.019 1.752 0.14 0.13 -0.04
S -0.732 0.848 1.116 0.84 -1.61 -1.71
H 0.793 -1.292 1.641 -0.78 1.50 -1.12
H 1.417 -0.069 0.481 2.67 1.77 -0.33
H 0.274 -0.995 -0.099 -0.88 -1.06 -0.77
H -1.295 0.268 -1.251 -0.20 -1.24 -0.40
H -1.553 1.984 -0.924 0.32 0.53 -0.01
H 1.629 1.691 -2.359 -0.55 -0.30 1.34
```
Forces are in eV/Å.

Results
ΔE to the lowest compared entry with this formula, charge and spin: 6.5558 eV
HOMO-LUMO gap (spin up / spin down): 6.51 / 8.30 eV
DFT total energy: -19065.6109 eV
Maximum force: 3.2 eV/Å
2S+1: 1

Record 12
Entry from the Open Molecules 2025 dataset: a structure of composition C3H6N2OS in a non-equilibrium geometry (wB97M-V/def2-TZVPD).

Geometry as XYZ:
```
13
Properties=species:S:1:pos:R:3:forces:R:3
C 0.180 -1.301 1.162 3.59 -3.20 -1.70
C -0.393 1.793 -0.114 -2.13 -0.79 3.71
C 0.316 -0.590 -1.128 -1.84 -1.35 -2.58
H -0.611 -0.897 1.762 -0.01 0.44 0.47
H -0.283 -2.241 0.502 1.43 2.38 2.16
H 1.292 -1.734 1.833 -4.00 1.43 -1.89
H -0.612 2.867 0.371 1.62 -2.27 -1.12
H -1.374 1.253 0.302 1.92 0.57 -1.48
H 0.015 -1.566 -1.307 0.39 -2.57 0.53
N 0.706 -0.314 0.105 -1.19 -2.48 1.55
N -0.061 -0.016 -2.217 1.13 4.25 1.99
O 0.779 0.948 0.467 -0.09 3.57 2.15
S 0.047 1.800 -1.735 -0.83 0.01 -3.80
```
Forces are in eV/Å.

Results
ΔE to the lowest compared entry with this formula, charge and spin: 6.8730 eV
HOMO-LUMO gap: 9.23 eV
DFT total energy: -19065.2937 eV
Maximum force: 5.1 eV/Å
2S+1: 1